{
  "formula": "C22H37ClP2Zn",
  "method": "the ωB97M-V functional and the def2-TZVPD basis",
  "homo_energy_ev": [-5.530, -5.534],
  "gap_ev": [5.581, 5.585],
  "charge": 0,
  "symbols": ["Zn", "Cl", "P", "P", "C", "C", "C", "C", "C", "C", "C", "C", "C", "C", "C", "C", "C", "C", "C", "C", "C", "C", "C", "C", "C", "C", "H", "H", "H", "H", "H", "H", "H", "H", "H", "H", "H", "H", "H", "H", "H", "H", "H", "H", "H", "H", "H", "H", "H", "H", "H", "H", "H", "H", "H", "H", "H", "H", "H", "H", "H", "H", "H"],
  "positions_angstrom": [[2.317, 1.091, -1.067], [-0.733, 1.021, 0.542], [0.370, 1.763, -3.742], [0.308, -1.406, -4.803], [-3.540, -1.802, -3.980], [-3.612, -0.689, -5.116], [1.818, 1.744, 4.178], [1.396, 1.118, -5.149], [-2.386, 0.192, -5.162], [-1.002, -1.920, -3.449], [-1.953, 0.318, -2.594], [-0.216, 0.885, 3.178], [0.615, 1.027, 4.300], [-1.019, -0.852, -2.290], [0.225, 1.324, 1.941], [0.690, 0.031, -5.945], [-0.518, -2.364, -6.141], [-2.247, -2.463, -3.882], [1.477, 1.959, 1.787], [-0.177, 3.282, -4.632], [-1.837, 0.819, -4.055], [1.955, 2.411, 0.476], [2.218, 2.252, 2.947], [1.883, -2.246, -4.650], [2.495, -0.794, -0.643], [1.573, 2.526, -2.637], [1.883, 3.544, -2.922], [-4.244, -2.585, -4.295], [-1.375, -1.409, -1.398], [3.146, 2.821, 2.824], [1.277, 3.163, 0.060], [1.006, 2.553, -1.684], [2.572, -0.872, 0.443], [0.023, -0.529, -2.028], [2.448, 1.811, -2.752], [1.342, -0.373, -6.733], [-3.825, -1.170, -6.105], [-0.566, 4.016, -3.916], [-2.042, 1.935, -4.159], [0.231, -2.492, -6.924], [-2.208, -3.524, -4.107], [-2.989, 0.033, -2.313], [-0.959, 3.027, -5.353], [1.597, 1.987, -5.802], [-0.850, -3.341, -5.774], [2.682, -1.500, -4.586], [-2.246, 0.746, -6.121], [3.326, -1.310, -1.127], [1.906, -2.899, -3.775], [2.960, 2.833, 0.565], [0.680, 3.712, -5.162], [-0.395, -2.751, -3.021], [1.572, -1.303, -0.907], [-0.239, 0.342, -6.434], [-1.677, 1.117, -1.909], [2.437, 1.923, 5.054], [0.296, 0.624, 5.263], [2.342, 0.740, -4.739], [-4.469, -0.041, -4.879], [-3.959, -1.442, -3.023], [-1.377, -1.807, -6.527], [-1.220, 0.449, 3.264], [2.021, -2.844, -5.565]]
}

{
  "formula": "C22H37IrO2Si",
  "method": "the ωB97M-V functional and the def2-TZVPD basis",
  "homo_energy_ev": [-4.087, -8.262],
  "gap_ev": [4.701, 6.452],
  "s_squared": 6.034,
  "spin_multiplicity": 5,
  "charge": 0,
  "symbols": ["Ir", "Si", "O", "O", "C", "C", "C", "C", "C", "C", "C", "C", "C", "C", "C", "C", "C", "C", "C", "C", "C", "C", "C", "C", "C", "C", "H", "H", "H", "H", "H", "H", "H", "H", "H", "H", "H", "H", "H", "H", "H", "H", "H", "H", "H", "H", "H", "H", "H", "H", "H", "H", "H", "H", "H", "H", "H", "H", "H", "H", "H", "H", "H"],
  "positions_angstrom": [[1.334, 0.277, 0.904], [0.391, 1.990, 2.367], [-3.179, 1.718, -1.097], [-0.512, -1.352, -2.234], [-1.941, -2.304, -3.707], [-4.177, 1.184, -0.206], [-3.548, 0.143, 0.731], [2.476, 1.857, -0.013], [2.974, -1.474, 2.522], [-1.871, -1.944, -2.231], [-0.475, -1.846, -3.612], [0.664, -1.257, 1.989], [3.426, -0.244, -0.293], [1.848, -0.594, 2.706], [-2.050, 0.130, 0.373], [-0.648, 1.333, 3.896], [2.570, -2.585, 1.753], [1.754, 1.175, -1.058], [2.310, -0.158, -1.174], [-0.533, 3.398, 1.531], [-0.085, -0.759, -4.581], [3.448, 0.925, 0.541], [0.462, -3.036, -3.701], [1.191, -2.505, 1.455], [-1.873, 1.257, -0.681], [1.854, 2.699, 3.345], [-2.139, -3.367, -3.880], [1.460, -2.728, -3.368], [-3.734, 0.349, 1.791], [-1.340, 0.924, -1.591], [-4.942, 0.708, -0.845], [-0.351, 4.359, 2.056], [1.491, 3.503, 3.995], [-1.379, 0.285, 1.222], [-1.255, 2.105, -0.295], [-1.634, 3.243, 1.500], [-0.781, 0.091, -4.540], [-0.347, -1.046, 2.322], [0.518, -3.400, -4.742], [2.630, 3.118, 2.697], [0.936, -0.441, -4.331], [-1.855, -2.845, -1.583], [-0.152, 3.478, 0.487], [0.975, 1.599, -1.690], [1.696, 0.028, 3.596], [2.323, 1.952, 3.994], [-2.579, -1.662, -4.328], [-2.639, -1.217, -1.940], [-0.115, 0.564, 4.479], [-1.730, -0.839, -0.036], [4.117, -1.084, -0.273], [4.096, 1.073, 1.407], [3.941, -1.320, 3.014], [0.541, -3.269, 1.016], [-0.085, -1.156, -5.606], [-1.632, 0.922, 3.613], [-4.601, 2.017, 0.378], [-0.828, 2.197, 4.565], [0.082, -3.864, -3.076], [3.227, -3.411, 1.483], [1.925, -0.920, -1.857], [-3.955, -0.848, 0.507], [2.307, 2.872, 0.335]]
}

{
  "formula": "C22H38CaP2",
  "method": "the ωB97M-V functional and the def2-TZVPD basis",
  "homo_energy_ev": -6.599,
  "gap_ev": 6.600,
  "charge": 0,
  "symbols": ["Ca", "P", "P", "C", "C", "C", "C", "C", "C", "C", "C", "C", "C", "C", "C", "C", "C", "C", "C", "C", "C", "C", "C", "C", "C", "H", "H", "H", "H", "H", "H", "H", "H", "H", "H", "H", "H", "H", "H", "H", "H", "H", "H", "H", "H", "H", "H", "H", "H", "H", "H", "H", "H", "H", "H", "H", "H", "H", "H", "H", "H", "H", "H"],
  "positions_angstrom": [[0.442, -0.315, 3.105], [0.297, 1.335, -3.360], [-0.142, -1.806, -3.456], [-0.730, -2.144, -0.322], [0.032, 1.704, 5.642], [-0.312, -0.866, -5.047], [0.542, 1.426, -0.214], [-0.685, 0.570, 6.121], [-1.524, 0.146, -1.105], [1.301, 2.819, -3.668], [1.694, 0.463, -0.249], [-0.508, 1.379, 8.414], [1.373, -0.822, -1.061], [-1.873, -1.181, -0.381], [-1.088, -3.301, -3.858], [-1.371, 2.033, -3.653], [0.596, -1.940, -0.466], [-0.913, 0.407, 7.492], [0.176, 2.514, 7.956], [0.461, 2.662, 6.601], [0.386, 0.500, -5.022], [0.347, -2.425, 4.039], [0.323, 1.868, 4.207], [-0.777, 1.222, -0.412], [1.532, -2.435, -3.829], [-0.637, -2.837, 4.297], [2.323, -1.243, -1.459], [1.253, 2.407, 4.013], [-2.137, 1.255, -3.741], [1.449, 0.428, -5.300], [-1.629, 2.733, -2.854], [0.854, -0.433, -1.964], [2.136, 0.200, 0.745], [-0.652, -3.702, -4.782], [0.805, 2.443, 0.120], [2.285, -1.640, -3.858], [-1.389, -0.790, -5.264], [-2.144, -3.044, -4.010], [-0.725, 1.258, 9.475], [-1.290, 2.570, -4.605], [0.770, -3.099, 3.276], [1.439, -2.883, -4.824], [-1.423, -0.490, 7.861], [-0.978, -4.019, -3.036], [-2.313, -0.979, 0.615], [1.257, 3.461, -2.780], [0.145, -1.524, -5.799], [1.810, -3.205, -3.107], [-2.470, 0.595, -1.468], [1.016, 3.534, 6.247], [-2.701, -1.666, -0.945], [0.873, 3.341, -4.534], [-1.440, 1.985, 0.009], [0.976, -2.510, 4.937], [2.340, 2.530, -3.874], [-1.082, -0.179, 5.414], [-0.106, 1.189, -5.721], [1.250, -2.729, -0.061], [-1.002, -3.158, 0.022], [2.548, 0.963, -0.763], [0.486, 3.285, 8.666], [-0.990, -0.160, -2.024], [-0.490, 2.300, 3.607]]
}

{
  "formula": "C22H38EuP2",
  "method": "the ωB97M-V functional and the def2-TZVPD basis",
  "homo_energy_ev": [-4.299, -4.296],
  "gap_ev": [3.819, 3.787],
  "s_squared": 15.872,
  "spin_multiplicity": 8,
  "charge": 0,
  "symbols": ["Eu", "P", "P", "C", "C", "C", "C", "C", "C", "C", "C", "C", "C", "C", "C", "C", "C", "C", "C", "C", "C", "C", "C", "C", "C", "H", "H", "H", "H", "H", "H", "H", "H", "H", "H", "H", "H", "H", "H", "H", "H", "H", "H", "H", "H", "H", "H", "H", "H", "H", "H", "H", "H", "H", "H", "H", "H", "H", "H", "H", "H", "H", "H"],
  "positions_angstrom": [[0.818, 3.741, -2.937], [0.673, -0.389, -3.135], [2.017, 1.366, 0.855], [-2.927, -0.931, 0.747], [-0.140, 0.781, -4.307], [1.943, 0.717, -2.179], [2.330, 5.252, -4.472], [-1.228, -2.693, 0.944], [1.115, 0.261, 1.962], [-1.729, -1.555, 0.218], [1.857, 3.864, -4.986], [2.298, 5.710, -2.941], [1.308, 3.034, 1.031], [3.994, 2.576, -4.419], [3.519, 3.596, -2.115], [2.554, 2.686, -4.810], [-1.057, -1.070, -0.907], [-3.572, -1.441, 1.868], [2.721, 4.691, -1.897], [2.140, 0.330, -0.691], [-3.055, -2.576, 2.526], [3.707, 1.642, 1.399], [4.502, 3.445, -3.257], [1.674, -1.285, -4.400], [-1.878, -3.175, 2.062], [3.174, -0.048, -0.648], [-0.240, -1.664, -1.360], [3.995, 2.676, 1.164], [4.898, 4.387, -3.663], [-4.498, -0.987, 2.251], [0.739, 3.268, 0.115], [0.606, 3.074, 1.888], [1.551, 0.293, 2.968], [4.400, 0.955, 0.900], [3.717, 1.498, 2.484], [1.519, -0.890, -5.416], [0.894, 3.872, -5.555], [1.307, 6.157, -2.688], [4.599, 2.783, -5.315], [-0.921, 0.174, -4.795], [2.406, 4.946, -0.867], [2.235, 1.753, -5.294], [1.354, -2.341, -4.377], [2.803, 0.451, -2.828], [3.740, 2.964, -1.240], [1.129, -0.785, 1.598], [1.487, -0.515, -0.462], [5.412, 2.930, -2.884], [2.743, -1.258, -4.159], [4.236, 1.527, -4.195], [-0.597, 1.684, -3.843], [-3.532, -2.960, 3.414], [2.080, 3.808, 1.208], [-3.339, -0.081, 0.184], [1.875, 1.841, -2.246], [-0.322, -3.160, 0.545], [3.382, 5.394, -4.782], [1.699, 6.008, -4.974], [-1.473, -4.042, 2.574], [2.951, 6.591, -2.924], [-1.413, -0.145, -1.341], [0.040, 0.550, 2.047], [0.545, 1.077, -5.119]]
}